(P)
C6H10OS | ωB97M-V/def2-TZVPD

2S+1: 1
E_HOMO (alpha / beta): -8.2 / -7.5 eV
gap between HOMO and LUMO (alpha / beta): 0.279 / 0.248 Eh

The geometry in XYZ format:
```
18
C6H10OS (ωB97M-V/def2-TZVPD)
C -0.323 -0.264 -0.061
C -1.350 0.834 -0.203
C 1.004 0.161 -0.132
C 1.506 1.559 -0.317
C 2.021 -0.953 -0.069
C -3.505 -0.999 -0.226
O -0.632 -1.426 0.038
S -3.039 0.694 0.153
H -1.219 1.806 -0.024
H 1.873 1.965 0.677
H 0.777 2.341 -0.663
H 2.521 1.654 -0.925
H 1.817 -1.798 -0.666
H 2.036 -1.325 0.974
H 3.062 -0.664 -0.580
H -3.732 -0.958 -1.437
H -4.447 -1.420 0.187
H -2.551 -1.665 -0.086
```

***

(Q)
C6H10OS | ωB97M-V/def2-TZVPD

2S+1: 1
E_HOMO: -8.5 eV
SMILES: C=C(O)/C=C\[C@H](C)S
gap between HOMO and LUMO: 0.332 Eh

The geometry in XYZ format:
```
18
C6H10OS (ωB97M-V/def2-TZVPD)
C 0.218 -0.352 0.952
C -1.121 -0.380 0.943
C 1.157 -0.146 -0.249
C -2.012 0.081 -0.114
C 2.434 -0.936 0.004
C -1.599 0.812 -1.218
O -3.309 -0.228 0.035
S 1.438 1.591 -0.444
H 0.782 -0.754 1.834
H -1.635 -0.356 1.857
H 0.574 -0.579 -1.114
H 2.944 -0.518 0.828
H 3.220 -0.847 -0.829
H 2.096 -1.998 0.110
H 1.832 1.629 0.752
H -2.465 1.069 -1.862
H -0.760 1.430 -1.179
H -3.793 0.481 -0.308
```

***

Name the most stable of them. (Q).

***

(P)
C6H10OS | ωB97M-V/def2-TZVPD

2S+1: 1
E_HOMO: -8.9 eV
gap between HOMO and LUMO: 0.320 Eh

The geometry in XYZ format:
```
18
C6H10OS (ωB97M-V/def2-TZVPD)
C 1.143 -1.708 0.091
C 0.321 -1.128 -0.959
C 1.894 -0.801 0.814
C 0.223 0.210 -0.835
C -1.775 0.176 1.608
C -0.399 1.306 -1.738
O 2.385 1.477 -0.524
S 1.423 0.873 0.412
H 1.127 -2.785 0.164
H -0.221 -1.586 -1.645
H -1.033 0.895 1.975
H 2.552 -1.143 1.697
H -1.284 -0.412 0.922
H -2.722 0.527 1.207
H -2.073 -0.484 2.429
H 0.136 1.354 -2.760
H -0.318 2.240 -1.136
H -1.378 0.989 -1.722
```

***

(Q)
C6H10OS | ωB97M-V/def2-TZVPD

2S+1: 1
E_HOMO: -8.6 eV
SMILES: C[C@@H]1CSC[C@@]12CO2
gap between HOMO and LUMO: 0.350 Eh

The geometry in XYZ format:
```
18
C6H10OS (ωB97M-V/def2-TZVPD)
C 0.976 1.503 -0.071
C -0.193 0.723 -0.362
C -1.479 0.991 0.474
C -1.221 -1.508 -0.342
C 0.055 -0.847 -0.140
C 1.521 -1.264 -0.027
H 1.739 1.100 0.852
H 0.706 2.664 0.303
H 1.774 1.385 -1.032
H -0.307 0.902 -1.388
H -1.953 1.867 0.331
H -1.338 0.938 1.512
H -1.307 -2.566 0.204
H -1.334 -1.647 -1.374
H 2.287 -0.628 -0.103
H 1.953 -2.312 -0.084
O 0.772 -0.972 1.072
S -2.652 -0.331 0.175
```

***

Name the most stable of them. (P).

***

(P)
C6H12O | ωB97M-V/def2-TZVPD

2S+1: 2
E_HOMO (alpha / beta): -14.4 / -14.4 eV
total charge: +1
gap between HOMO and LUMO (alpha / beta): 0.322 / 0.220 Eh

The geometry in XYZ format:
```
19
C6H12O (ωB97M-V/def2-TZVPD)
C 0.477 -1.548 1.500
O -0.061 -0.586 2.486
C 1.613 -0.822 0.744
C 1.262 0.464 0.026
C 0.076 0.377 -0.917
C -1.317 0.515 -0.706
C -2.071 1.251 -1.905
H 0.919 -2.317 2.073
H -0.291 -1.939 0.894
H -0.237 0.159 1.841
H 2.445 -0.620 1.418
H 2.078 -1.554 0.130
H 1.048 1.208 0.831
H 2.297 0.739 -0.508
H 0.379 0.129 -1.951
H -1.706 0.395 0.253
H -2.581 0.496 -2.521
H -1.437 1.973 -2.373
H -2.894 1.678 -1.317
```

***

(Q)
C6H12O | ωB97M-V/def2-TZVPD

2S+1: 2
E_HOMO (alpha / beta): -14.1 / -13.9 eV
total charge: +1
gap between HOMO and LUMO (alpha / beta): 0.341 / 0.200 Eh

The geometry in XYZ format:
```
19
C6H12O (ωB97M-V/def2-TZVPD)
C 1.892 -1.204 0.505
C 2.695 -1.893 1.318
C 0.964 -0.110 0.891
C 0.945 0.981 -0.118
C -0.180 1.392 -0.816
C -0.219 2.281 -1.979
H 1.771 -1.624 -0.493
H 3.059 -2.885 1.096
H 3.000 -1.463 2.268
H -0.033 -0.442 1.204
H 1.315 0.272 1.862
H 1.914 1.466 -0.221
H -1.088 1.213 -0.236
H -0.922 1.868 -2.724
H -0.708 3.241 -1.782
H 0.733 2.365 -2.493
H -4.173 -1.965 -0.092
H -4.354 -0.450 -0.016
O -4.658 -1.280 0.332
```

***

(R)
C6H12O | ωB97M-V/def2-TZVPD

2S+1: 2
E_HOMO (alpha / beta): -14.5 / -14.5 eV
total charge: +1
gap between HOMO and LUMO (alpha / beta): 0.337 / 0.255 Eh

The geometry in XYZ format:
```
19
C6H12O (ωB97M-V/def2-TZVPD)
C 1.540 -1.911 0.351
C 1.026 -0.513 0.145
C 1.813 0.593 0.514
C -1.116 0.582 -0.552
C -0.176 -0.393 -0.757
C -0.305 -1.117 -2.083
H 0.934 -2.672 0.909
H 1.734 -2.458 -0.627
H 2.535 -1.906 0.954
H 1.250 1.482 0.904
H 2.846 0.675 0.510
H -1.988 0.789 -1.192
H -0.661 1.409 -0.129
H 0.488 -1.807 -2.350
H -1.306 -1.603 -2.038
H -0.242 -0.361 -2.968
H -2.416 1.534 1.604
H -2.686 2.787 2.706
O -2.147 2.336 2.001
```

***

Name the most stable of them. (Q).

***

(P)
C2H2N4O | ωB97M-V/def2-TZVPD

2S+1: 1
E_HOMO: -8.3 eV
gap between HOMO and LUMO: 0.274 Eh

The geometry in XYZ format:
```
9
C2H2N4O (ωB97M-V/def2-TZVPD)
C -0.003 -1.478 0.085
C 1.360 1.653 0.159
N 1.155 -0.708 -0.059
N -1.131 -0.894 -0.140
N 1.130 0.500 0.058
N -1.640 0.152 0.323
O -2.464 0.893 -0.187
H -0.077 -2.577 0.232
H 1.669 2.459 -0.471
```

***

(Q)
C2H2N4O | ωB97M-V/def2-TZVPD

2S+1: 1
E_HOMO (alpha / beta): -10.3 / -10.3 eV
SMILES: N#C/N=C(\N)N=O
gap between HOMO and LUMO (alpha / beta): 0.310 / 0.310 Eh

The geometry in XYZ format:
```
9
C2H2N4O (ωB97M-V/def2-TZVPD)
C -1.217 1.368 0.111
C 0.029 -0.481 -0.022
N -1.224 2.528 0.147
N -0.085 -1.849 0.232
N -1.103 0.054 0.008
N 1.256 0.033 -0.149
O -1.238 -2.204 0.150
H 2.138 -0.482 -0.283
H 1.445 1.033 -0.194
```

***

Name the most stable of them. (Q).

***

(P)
C2H2N4O | ωB97M-V/def2-TZVPD

2S+1: 1
E_HOMO: -10.0 eV
SMILES: O=c1nncn[nH]1
gap between HOMO and LUMO: 0.318 Eh

The geometry in XYZ format:
```
9
C2H2N4O (ωB97M-V/def2-TZVPD)
C -0.689 -0.235 -0.974
C 0.338 0.259 1.325
H 0.784 0.150 2.278
H 1.437 -0.283 -1.504
N -1.605 0.235 0.129
N -1.088 0.373 1.285
N 1.202 0.106 0.358
N 0.708 0.141 -0.814
O -1.087 -0.746 -2.084
```

***

(Q)
C2H2N4O | ωB97M-V/def2-TZVPD

2S+1: 1
E_HOMO: -10.1 eV
SMILES: O=c1cn[nH]nn1
gap between HOMO and LUMO: 0.335 Eh

The geometry in XYZ format:
```
9
C2H2N4O (ωB97M-V/def2-TZVPD)
C -1.040 0.002 -0.002
C -0.231 1.196 -0.137
H -0.576 2.174 -0.196
H 2.607 -0.139 -0.050
N 1.098 1.221 0.006
N 1.662 -0.122 0.212
N 0.929 -1.242 -0.157
N -0.392 -1.162 -0.022
O -2.187 -0.011 0.100
```

***

Name the most stable of them. (P).

***

(P)
C2H2NO2S | ωB97M-V/def2-TZVPD

2S+1: 1
E_HOMO (alpha / beta): -1.9 / -3.2 eV
total charge: -1
gap between HOMO and LUMO (alpha / beta): 0.215 / 0.266 Eh

The geometry in XYZ format:
```
8
C2H2NO2S (ωB97M-V/def2-TZVPD)
C 1.262 0.274 -0.353
C 0.856 -0.946 -0.008
N 1.784 0.120 0.788
O -1.601 1.482 0.936
O -2.743 -0.192 -0.522
S -1.894 0.057 0.668
H 0.968 1.063 -1.081
H 1.368 -1.857 -0.429
```

***

(Q)
C2H2NO2S | ωB97M-V/def2-TZVPD

2S+1: 1
E_HOMO: -3.8 eV
total charge: -1
gap between HOMO and LUMO: 0.289 Eh

The geometry in XYZ format:
```
8
C2H2NO2S (ωB97M-V/def2-TZVPD)
C -1.302 -0.364 -0.189
C -0.188 0.273 -0.350
N -1.392 1.092 0.131
O 2.293 0.629 0.644
O 1.862 -1.529 -0.419
S 1.836 -0.076 -0.626
H -1.809 -1.319 -0.340
H -1.300 1.294 1.148
```

***

Name the most stable of them. (Q).